The following is a quantum chemistry calculation of the molecule C3H4N2O at a distorted geometry, from OMol25.

Spin multiplicity   1
Kohn-Sham gap   11.11 eV
SMILES string   Cc1nnco1
Total energy   -301.3944 Ha

```
10
C3H4N2O | OMol25 | ωB97M-V with the def2-TZVPD basis set
O -0.64352 1.02773 -0.05376
N -0.58150 -1.18311 -0.02994
H 2.04063 -0.20570 1.21931
C 0.12253 -0.13255 -0.08708
H -2.76060 1.06878 0.03175
N -1.93036 -0.84118 -0.02973
C 1.63059 -0.07401 -0.02214
H 2.09581 1.00201 -0.45520
C -1.90663 0.42973 0.02406
H 1.93304 -1.09169 -0.59727
```